{"formula": "C31H37AsN4O5S3Zr", "method": "ωB97M-V with the def2-TZVPD basis set", "species": ["Zr", "N", "C", "S", "N", "N", "C", "C", "C", "C", "C", "C", "N", "H", "H", "H", "H", "H", "H", "H", "C", "C", "C", "C", "C", "C", "C", "S", "O", "O", "O", "H", "H", "H", "H", "H", "H", "H", "O", "S", "C", "C", "C", "C", "C", "C", "C", "C", "C", "C", "C", "C", "C", "C", "H", "H", "H", "H", "H", "H", "H", "H", "H", "H", "H", "H", "H", "H", "C", "As", "C", "C", "O", "H", "H", "H", "H", "H", "H", "H", "H", "H"], "xyz": [[-0.10950, 0.09775, 0.38860], [-2.20245, -3.65017, 2.09593], [-1.38731, -2.62412, 1.83792], [-2.17654, -1.11995, 1.36521], [-0.09959, -2.82870, 1.96381], [0.63862, -1.72162, 1.65384], [1.90370, -1.83573, 1.83076], [2.77966, -0.71176, 1.48808], [4.12214, -0.70842, 1.81597], [4.88935, 0.39614, 1.46667], [4.28689, 1.45491, 0.80990], [2.93548, 1.37676, 0.51110], [2.19550, 0.31412, 0.83294], [-3.18829, -3.58019, 1.92604], [-1.80088, -4.54945, 2.30938], [2.31573, -2.76600, 2.21009], [4.55490, -1.55074, 2.33748], [5.94313, 0.42537, 1.70867], [4.84819, 2.33183, 0.52212], [2.42290, 2.17640, -0.00608], [-1.94954, 7.53177, 0.85094], [-1.68772, 6.14903, 0.32843], [-0.49511, 5.84730, -0.32706], [-0.26437, 4.58909, -0.85673], [-1.24247, 3.61462, -0.71087], [-2.44290, 3.88148, -0.06578], [-2.65296, 5.14969, 0.45020], [-0.99634, 2.05421, -1.43671], [-1.27711, 2.10341, -2.82435], [0.42089, 1.60465, -1.08908], [-1.78332, 1.05340, -0.62595], [-1.02313, 8.07329, 1.03186], [-2.52366, 7.50447, 1.77619], [-2.52951, 8.10159, 0.12274], [0.26087, 6.61452, -0.43600], [0.66080, 4.37701, -1.37623], [-3.20742, 3.11875, 0.00352], [-3.59290, 5.37725, 0.93915], [0.11262, -1.31845, -1.13335], [0.02975, -1.07852, -2.68617], [1.76467, -0.90660, -3.17973], [2.60966, -2.13448, -3.04603], [2.96961, -2.62842, -1.79491], [3.73176, -3.78100, -1.69460], [4.14623, -4.44451, -2.84269], [3.79740, -3.95336, -4.09131], [3.02736, -2.80274, -4.19275], [-0.43786, -2.67979, -3.34076], [-1.57507, -3.27086, -2.54881], [-1.41936, -4.53594, -1.99708], [-2.47529, -5.13283, -1.32178], [-3.68147, -4.46139, -1.18642], [-3.83033, -3.18645, -1.71860], [-2.78036, -2.59376, -2.40104], [2.09635, -0.07283, -2.55628], [1.71116, -0.54705, -4.20983], [2.64523, -2.11397, -0.89912], [4.00839, -4.16374, -0.72087], [4.74566, -5.34103, -2.76189], [4.12502, -4.46298, -4.98693], [2.75777, -2.42048, -5.17012], [0.44610, -3.31700, -3.33816], [-0.73278, -2.46160, -4.37134], [-0.48075, -5.06487, -2.10859], [-2.35849, -6.12870, -0.91533], [-4.51254, -4.93793, -0.68281], [-4.77132, -2.66243, -1.62046], [-2.91619, -1.60677, -2.83183], [-0.64507, 3.40242, 3.98784], [-1.18528, 1.76421, 3.19447], [-3.06699, 1.90444, 2.99099], [-0.65433, 0.38152, 4.38718], [-0.25729, 1.65404, 1.73917], [-1.19374, 3.53555, 4.92025], [-0.86815, 4.22326, 3.30702], [0.42426, 3.38018, 4.18808], [-3.43779, 2.01893, 4.01173], [-3.51928, 1.03768, 2.52086], [-3.27233, 2.81147, 2.42591], [-0.89429, 0.71433, 5.39724], [0.42488, 0.26861, 4.28961], [-1.15328, -0.55809, 4.16653]], "atomic_forces_ev_per_a": [[-0.3, -0.1, 0.6], [0.2, 0.0, 0.1], [-0.3, 0.0, -0.1], [0.4, -0.1, -0.1], [0.1, 0.4, 0.0], [0.1, -0.2, 0.0], [0.2, 0.1, 0.0], [-0.2, -0.2, 0.0], [0.0, 0.1, 0.0], [0.0, 0.0, 0.0], [0.0, 0.0, 0.0], [0.1, 0.0, 0.0], [-0.1, -0.2, -0.1], [-0.1, 0.0, 0.0], [0.0, 0.0, 0.0], [0.0, 0.0, 0.1], [0.0, 0.0, 0.0], [0.0, 0.0, 0.0], [0.0, 0.0, 0.0], [0.0, 0.0, 0.0], [0.0, 0.0, 0.0], [0.0, 0.0, 0.0], [0.0, 0.0, 0.0], [-0.1, 0.0, 0.1], [0.0, 0.1, 0.1], [0.0, 0.1, -0.1], [0.0, 0.0, 0.0], [0.2, -0.2, 0.2], [0.0, -0.1, -0.1], [-0.2, 0.3, -0.3], [-0.2, 0.2, -0.4], [0.0, 0.0, 0.0], [0.0, 0.0, 0.0], [0.0, 0.0, 0.0], [0.0, 0.0, 0.0], [0.0, 0.0, 0.0], [0.0, 0.0, 0.0], [0.0, 0.0, 0.0], [0.3, 0.2, -0.6], [-0.1, 0.1, 0.5], [0.0, 0.0, 0.0], [0.0, 0.0, -0.1], [0.0, 0.0, 0.0], [0.0, 0.0, 0.0], [0.0, 0.0, 0.0], [0.0, 0.0, 0.0], [0.0, -0.1, 0.0], [0.0, -0.1, 0.0], [0.1, 0.0, 0.0], [0.0, 0.0, 0.1], [0.0, 0.0, 0.0], [0.0, 0.0, 0.0], [0.0, 0.0, 0.0], [-0.1, 0.0, 0.0], [0.0, 0.0, 0.0], [0.0, 0.0, 0.0], [0.0, 0.0, 0.0], [0.0, 0.0, 0.0], [0.0, 0.0, 0.0], [0.0, 0.0, 0.0], [0.0, 0.0, 0.0], [-0.1, -0.1, 0.0], [0.1, 0.0, 0.0], [0.0, 0.0, 0.0], [0.0, 0.0, 0.0], [0.0, 0.0, 0.0], [0.0, 0.0, 0.0], [0.0, 0.0, 0.0], [0.1, 0.2, 0.0], [0.7, 0.3, -0.4], [-0.1, 0.0, -0.1], [0.0, -0.1, 0.1], [-0.6, -0.5, 0.7], [0.0, 0.0, 0.0], [0.0, 0.0, 0.0], [0.0, 0.0, 0.0], [-0.1, 0.0, -0.1], [0.1, 0.0, 0.0], [0.0, 0.0, 0.0], [0.0, -0.1, 0.0], [0.0, 0.0, 0.0], [0.0, 0.0, 0.0]], "mulliken_charge": [1.23, -0.33, 0.68, -0.64, -1.62, 1.02, -0.49, 0.63, -0.97, -0.49, -0.87, -0.67, 0.75, 0.21, 0.25, 0.49, 0.58, 0.47, 0.50, 0.58, -1.56, 0.89, -1.04, -0.69, 0.55, -0.66, -0.86, 1.31, -0.59, -0.48, -0.42, 0.39, 0.39, 0.34, 0.42, 0.51, 0.78, 0.44, -0.07, 0.74, -1.03, -0.46, 0.70, -0.75, -0.53, -0.71, -0.30, -0.94, 0.45, -0.44, -0.69, -0.60, -0.73, -0.15, 0.18, 0.71, 0.40, 0.45, 0.43, 0.42, 0.42, 0.41, 0.55, 0.42, 0.45, 0.50, 0.45, 0.44, -1.10, 0.61, -0.91, -1.01, -0.52, 0.46, 0.28, 0.37, 0.48, 0.36, 0.20, 0.52, 0.28, 0.25], "total_charge": 2, "homo_lumo_gap_ev": 7.4}

---

{"formula": "C31H37BBr2N13O11P2SSn", "method": "ωB97M-V with the def2-TZVPD basis set", "species": ["Sn", "C", "C", "N", "N", "C", "B", "N", "C", "C", "C", "N", "N", "C", "C", "C", "N", "N", "C", "C", "C", "N", "H", "H", "H", "H", "H", "H", "H", "H", "H", "H", "H", "H", "N", "C", "C", "P", "O", "O", "O", "P", "O", "O", "O", "H", "H", "H", "H", "H", "H", "H", "H", "Br", "C", "C", "C", "Br", "C", "C", "C", "C", "N", "C", "C", "O", "H", "H", "H", "H", "C", "C", "S", "O", "O", "C", "C", "N", "C", "N", "C", "C", "N", "O", "O", "C", "H", "H", "H", "H", "H", "H", "H", "H", "H", "H", "H", "H", "H"], "xyz": [[0.42299, -0.05878, 0.10783], [0.97919, 3.45957, 3.24196], [0.17100, 2.31969, 3.08898], [-0.21080, 2.16252, 1.82893], [0.32933, 3.19530, 1.13900], [1.06235, 3.98007, 1.97415], [0.18818, 3.45409, -0.39353], [1.50766, 2.96949, -1.06373], [2.58016, 3.61171, -1.55514], [3.45490, 2.66442, -2.05612], [2.81146, 1.44244, -1.82374], [1.63244, 1.64607, -1.24808], [-0.99555, 2.67674, -1.03011], [-1.90966, 3.19086, -1.88473], [-2.82971, 2.21136, -2.16935], [-2.37090, 1.08941, -1.45889], [-1.26426, 1.36922, -0.78710], [-0.04599, 4.95321, -0.59454], [-0.61393, 5.83970, 0.26501], [-0.73269, 7.04046, -0.38554], [-0.21252, 6.79060, -1.67234], [0.19168, 5.53712, -1.79529], [1.45605, 3.82233, 4.13808], [-0.13577, 1.60759, 3.83962], [1.56890, 4.86394, 1.61652], [2.65124, 4.68537, -1.53820], [4.41148, 2.83341, -2.52212], [3.12938, 0.43472, -2.05278], [-1.83780, 4.20923, -2.23583], [-3.68513, 2.27967, -2.82493], [-2.77089, 0.08470, -1.43324], [-0.90491, 5.55765, 1.26384], [-1.13227, 7.96262, 0.00470], [-0.12871, 7.46756, -2.51086], [4.28838, -0.25418, 3.78326], [3.31468, -1.05533, 2.93205], [3.11802, -2.44385, 3.53435], [3.87622, -1.15952, 1.18529], [4.74714, 0.23550, 1.14708], [4.75317, -2.33890, 1.01229], [2.65010, -1.00733, 0.32790], [1.72919, -0.11328, 3.13030], [2.00137, 1.16410, 2.15351], [1.83281, 0.35640, 4.55602], [0.59470, -0.91544, 2.59344], [5.02194, -0.83288, 4.17943], [3.64590, 0.18382, 4.50029], [4.70613, 0.47103, 3.19272], [4.04556, -3.01921, 3.49409], [2.36024, -2.97197, 2.95711], [2.76409, -2.36840, 4.56499], [4.82456, 0.54101, 0.23042], [1.54102, 1.93757, 2.53866], [-0.99653, -0.16773, -5.05200], [0.10504, -1.51326, -4.38277], [0.81844, -2.31632, -5.24990], [1.65074, -3.30373, -4.75344], [2.57167, -4.37490, -5.99188], [1.82691, -3.51753, -3.34842], [2.67703, -4.48768, -2.78950], [2.79652, -4.57135, -1.42684], [2.06419, -3.68862, -0.62826], [1.23557, -2.79318, -1.13214], [1.11357, -2.69968, -2.45507], [0.17412, -1.67075, -2.94234], [-0.50493, -0.99397, -2.15968], [0.72703, -2.16911, -6.31607], [3.23335, -5.14958, -3.43776], [3.44559, -5.30453, -0.96690], [2.16570, -3.70275, 0.45048], [-9.03126, -3.25278, 4.40682], [-7.61502, -3.49685, 3.90234], [-7.43662, -2.78496, 2.27418], [-7.30764, -1.35214, 2.41006], [-8.46222, -3.31116, 1.41111], [-5.84388, -3.40343, 1.72170], [-5.41305, -2.60014, 0.48959], [-3.96615, -2.42157, 0.43938], [-3.31739, -1.27400, 0.72984], [-2.00277, -1.44213, 0.71206], [-1.77800, -2.74201, 0.40858], [-2.97470, -3.37500, 0.23587], [-3.18077, -4.72815, -0.14530], [-2.18640, -5.42369, -0.25842], [-4.32600, -5.11838, -0.34487], [-3.98516, 0.02575, 1.01859], [-9.15301, -3.69403, 5.39466], [-9.75852, -3.70166, 3.73106], [-9.23658, -2.18418, 4.47284], [-7.39166, -4.56078, 3.79673], [-6.86215, -3.00891, 4.52281], [-5.94975, -4.46317, 1.50337], [-5.15623, -3.24433, 2.55514], [-5.85729, -1.60950, 0.53975], [-5.74950, -3.09252, -0.41239], [-0.78672, -3.14628, 0.29943], [-4.55730, 0.37215, 0.15437], [-3.20748, 0.75713, 1.23197], [-4.67085, -0.05153, 1.86485]], "atomic_forces_ev_per_a": [[0.1, -0.6, 0.7], [-0.3, 0.4, 0.3], [-2.5, 1.1, 0.7], [-1.1, 0.8, -0.5], [0.0, 0.3, 0.4], [-0.2, 0.0, -0.4], [0.0, -0.1, -0.1], [-0.3, 0.4, -0.3], [0.1, -0.1, 0.1], [0.0, -0.1, 0.1], [0.0, 0.1, -0.2], [0.3, -0.3, 0.2], [0.0, 0.2, 0.1], [0.1, 0.1, 0.3], [0.0, -0.4, 0.0], [0.0, 0.0, -0.3], [-0.7, 1.0, -0.4], [0.2, 0.0, 0.0], [-0.1, -0.1, -0.1], [0.0, 0.1, -0.1], [-0.1, -0.1, 0.0], [0.1, 0.0, 0.1], [-0.1, -0.1, -0.1], [0.0, 0.1, -0.1], [0.0, -0.1, 0.0], [-0.1, 0.0, 0.0], [-0.1, 0.0, 0.0], [0.0, 0.1, 0.1], [0.0, -0.1, 0.1], [0.1, 0.0, 0.1], [0.1, 0.2, -0.1], [0.0, 0.0, -0.1], [0.0, -0.1, 0.0], [0.0, -0.1, 0.1], [-0.5, 0.1, -0.1], [-0.2, 0.0, 0.0], [0.2, 0.1, 0.1], [0.1, 0.0, -0.2], [-0.1, -0.2, -0.2], [0.0, 0.0, 0.0], [0.7, 0.1, -0.1], [0.7, 0.2, -0.2], [2.0, -2.0, -0.3], [0.0, -0.1, 0.1], [0.0, 0.0, 0.3], [0.0, -0.1, 0.1], [0.2, -0.2, -0.1], [0.0, 0.0, 0.0], [0.0, 0.0, 0.0], [0.0, 0.0, 0.0], [0.0, 0.0, 0.0], [-0.1, 0.1, 0.3], [1.6, -0.5, -0.2], [0.0, 0.0, 0.0], [-0.1, 0.1, 0.0], [0.0, 0.0, 0.1], [0.0, -0.1, 0.0], [0.0, 0.0, 0.0], [0.1, 0.0, 0.0], [0.0, 0.0, -0.1], [0.0, -0.1, 0.1], [0.0, 0.1, -0.1], [-0.3, -0.2, 0.0], [0.1, -0.2, 0.1], [-0.2, 0.1, 0.1], [0.2, -0.3, -0.6], [0.0, 0.0, 0.0], [0.0, 0.0, 0.0], [0.0, 0.1, 0.0], [0.0, 0.0, 0.0], [0.0, 0.0, -0.1], [-0.1, 0.1, -0.2], [0.1, 0.0, 0.0], [0.0, 0.0, 0.1], [0.0, -0.1, 0.0], [-0.2, 0.2, 0.0], [0.1, -0.1, 0.1], [-0.2, -0.4, -0.1], [0.2, 0.2, 0.1], [-0.1, 0.1, -0.1], [0.0, 0.0, 0.0], [0.0, 0.2, 0.1], [0.0, -0.2, -0.1], [-0.2, 0.1, 0.0], [0.1, 0.1, 0.1], [-0.1, -0.1, 0.1], [0.0, 0.0, 0.0], [0.0, 0.0, 0.0], [0.0, 0.0, 0.0], [0.0, 0.0, 0.1], [0.0, -0.1, 0.0], [0.1, 0.0, 0.1], [0.0, 0.0, -0.1], [0.1, 0.1, -0.1], [0.0, 0.0, -0.1], [0.0, 0.0, 0.0], [0.0, 0.0, 0.1], [-0.1, 0.0, 0.0], [0.0, 0.0, 0.0]], "mulliken_charge": [3.44, -1.51, -1.34, -1.06, 1.81, -0.15, -0.46, -0.04, 0.05, -1.60, -0.69, 0.48, 0.17, -0.18, -1.92, -0.78, 0.47, 0.71, -0.40, -0.90, -0.34, -1.10, 0.54, 0.88, 0.68, 0.53, 0.45, 0.68, 0.50, 0.46, 1.05, 0.48, 0.42, 0.47, -0.07, 0.06, -1.89, 0.83, -0.68, -0.90, -0.66, 0.65, -0.82, -0.92, -0.63, 0.33, 0.44, 0.36, 0.48, 0.20, 0.51, 0.34, 0.70, -0.12, -0.27, -0.52, 0.25, -0.18, 0.71, -0.82, -1.29, -0.03, 0.54, 0.20, -0.03, 0.34, 0.46, 0.34, 0.46, 0.31, -1.24, -0.46, 1.23, -0.66, -0.68, -0.64, -1.58, 0.29, 0.65, -0.10, -0.71, -0.35, 1.06, -0.64, -0.65, -1.39, 0.38, 0.35, 0.34, 0.37, 0.38, 0.58, 0.50, 0.71, 0.22, 0.62, 0.38, 0.01, 0.53], "spin_multiplicity": 2, "homo_lumo_gap_ev": [7.3, 5.1], "s2": 0.7891}

---

E_tot values (in eV) by entry order: -143563.0584 -250651.4413.
ΔE to the lowest compared entry with this formula, charge and spin values (in kcal per mole) by entry order: 15.7 58.1.